Below is C45H64AuBrGeN4P3 as an isolated structure at a distorted geometry, with properties calculated with ωB97M-V/def2-TZVPD.

Atoms and positions in Å:
Au (-1.063, 0.320, -1.602)
C (0.395, -1.480, -4.252)
C (1.354, -0.289, -4.137)
C (2.710, -0.676, -4.728)
P (1.377, 0.465, -2.424)
C (2.954, -0.155, -1.634)
N (2.831, -0.458, -0.230)
Ge (0.835, -0.235, 0.787)
N (1.033, 1.250, 2.012)
C (0.261, 2.458, 1.802)
P (-1.106, 2.208, 0.565)
C (-1.601, 3.993, 0.299)
C (-0.536, 4.680, -0.562)
C (-1.879, 4.815, 1.557)
C (-2.503, 1.447, 1.557)
C (-3.855, 1.888, 0.995)
C (-2.425, 1.594, 3.074)
C (2.154, 1.285, 2.799)
C (2.618, 2.420, 3.479)
C (3.822, 2.387, 4.157)
C (4.605, 1.239, 4.163)
C (4.142, 0.096, 3.534)
C (2.910, 0.103, 2.900)
N (2.287, -1.102, 2.327)
C (3.265, -1.886, 1.599)
C (3.886, -3.012, 2.093)
C (4.933, -3.609, 1.391)
C (5.386, -3.056, 0.192)
C (4.732, -1.980, -0.354)
C (3.611, -1.401, 0.299)
C (1.548, -1.828, 3.357)
C (2.114, -2.195, 4.559)
C (1.418, -2.995, 5.460)
C (0.122, -3.425, 5.167)
C (-0.491, -3.014, 4.013)
C (0.187, -2.172, 3.088)
N (-0.377, -1.612, 2.022)
C (-1.682, -1.942, 1.542)
P (-1.689, -1.870, -0.318)
C (-3.484, -2.072, -0.743)
C (-4.141, -3.396, -0.359)
C (-4.266, -0.882, -0.179)
C (-0.838, -3.456, -0.812)
C (-1.036, -4.639, 0.137)
C (0.663, -3.206, -1.004)
C (1.797, 2.251, -2.732)
C (3.055, 2.520, -3.557)
C (0.604, 2.965, -3.370)
H (0.171, -1.670, -5.303)
H (-0.550, -1.292, -3.741)
H (0.840, -2.387, -3.838)
H (0.936, 0.533, -4.726)
H (3.120, -1.563, -4.241)
H (3.446, 0.126, -4.675)
H (2.569, -0.931, -5.779)
H (3.695, 0.637, -1.772)
H (3.269, -1.027, -2.210)
H (0.889, 3.264, 1.399)
H (-0.156, 2.808, 2.750)
H (-2.521, 3.929, -0.288)
H (0.362, 4.900, 0.019)
H (-0.917, 5.627, -0.944)
H (-0.258, 4.058, -1.411)
H (-1.003, 4.869, 2.205)
H (-2.720, 4.435, 2.132)
H (-2.122, 5.836, 1.253)
H (-2.402, 0.383, 1.322)
H (-4.075, 2.927, 1.238)
H (-4.655, 1.276, 1.415)
H (-3.890, 1.775, -0.091)
H (-2.439, 2.637, 3.389)
H (-1.528, 1.120, 3.478)
H (-3.290, 1.105, 3.527)
H (2.034, 3.329, 3.470)
H (4.167, 3.271, 4.676)
H (5.562, 1.227, 4.666)
H (4.749, -0.801, 3.538)
H (3.580, -3.438, 3.036)
H (5.418, -4.483, 1.804)
H (6.245, -3.479, -0.309)
H (5.094, -1.549, -1.277)
H (3.110, -1.861, 4.813)
H (1.893, -3.289, 6.386)
H (-0.410, -4.062, 5.861)
H (-1.517, -3.298, 3.829)
H (-2.401, -1.187, 1.874)
H (-2.040, -2.920, 1.862)
H (-3.468, -1.992, -1.835)
H (-4.163, -3.533, 0.724)
H (-3.647, -4.250, -0.822)
H (-5.173, -3.390, -0.711)
H (-4.418, -0.992, 0.898)
H (-5.251, -0.833, -0.643)
H (-3.753, 0.061, -0.372)
H (-1.281, -3.692, -1.785)
H (-0.454, -4.505, 1.051)
H (-0.674, -5.546, -0.350)
H (-2.077, -4.807, 0.407)
H (1.153, -3.103, -0.031)
H (0.847, -2.296, -1.574)
H (1.130, -4.047, -1.520)
H (1.944, 2.640, -1.715)
H (2.906, 2.238, -4.600)
H (3.945, 2.012, -3.186)
H (3.264, 3.590, -3.536)
H (0.470, 2.656, -4.408)
H (0.775, 4.042, -3.375)
H (-0.323, 2.758, -2.835)
Br (-6.494, 2.948, -4.632)
C (-4.939, 2.214, -3.830)
C (-4.586, 0.900, -4.090)
C (-3.460, 0.364, -3.475)
C (-2.702, 1.139, -2.613)
C (-3.042, 2.465, -2.389)
C (-4.168, 3.008, -2.997)
H (-5.182, 0.301, -4.765)
H (-3.189, -0.663, -3.694)
H (-2.443, 3.100, -1.746)
H (-4.439, 4.040, -2.820)

- Calculated total energy: -211766.6677 eV
- Spin multiplicity: 4
- Net charge: +2
- E_HOMO (alpha / beta): -11.6064 / -12.2980 eV
- LUMO (alpha / beta): -4.456 / -7.746 eV



Below is one molecule with the formula C4H8O, with properties calculated with ωB97M-V/def2-TZVPD.

Atoms and positions in Å:
C (1.464, 0.390, 0.733)
C (-0.410, 0.332, -0.582)
C (-1.784, 0.025, -0.126)
C (0.585, -0.686, -0.430)
O (0.344, -1.790, 0.118)
H (0.940, 0.478, 1.683)
H (2.279, -0.334, 0.862)
H (1.872, 1.333, 0.371)
H (-0.243, 1.170, -1.261)
H (-2.180, -0.708, -0.855)
H (-2.466, 0.875, -0.095)
H (-1.751, -0.535, 0.812)
H (1.352, -0.550, -1.229)

- Calculated total energy: -6321.5803 eV
- Spin multiplicity: 1
- E_HOMO (alpha / beta): -8.4343 / -8.4334 eV
- Relative energy (zero: lowest compared OMol25 entry of this formula, charge and spin): 346.2 kJ/mol
- LUMO (alpha / beta): -0.509 / -0.510 eV



Below is C27H26MnN5O2Si as an isolated structure, with properties calculated with ωB97M-V/def2-TZVPD.

Atoms and positions in Å:
Mn (-0.031, 0.105, 0.097)
O (-3.768, -1.114, -1.750)
C (-2.822, -0.766, -1.030)
N (-1.573, -0.413, -1.351)
C (-1.173, -0.380, -2.708)
C (-1.971, -0.793, -3.781)
C (-1.512, -0.740, -5.090)
C (-0.241, -0.272, -5.352)
C (0.573, 0.138, -4.303)
C (0.136, 0.093, -2.974)
N (0.917, 0.466, -1.852)
C (2.147, 0.958, -2.032)
O (2.773, 1.188, -3.076)
C (2.912, 1.286, -0.760)
C (4.260, 1.623, -0.869)
C (4.968, 1.907, 0.280)
C (4.311, 1.850, 1.501)
C (2.972, 1.508, 1.514)
N (2.280, 1.232, 0.404)
C (-3.141, -0.743, 0.453)
C (-4.282, -1.414, 0.890)
C (-4.591, -1.395, 2.233)
C (-3.762, -0.692, 3.097)
C (-2.653, -0.055, 2.575)
N (-2.338, -0.080, 1.275)
H (-2.961, -1.155, -3.576)
H (-2.162, -1.067, -5.894)
H (0.136, -0.219, -6.367)
H (1.563, 0.499, -4.508)
H (4.696, 1.647, -1.856)
H (6.019, 2.168, 0.228)
H (4.818, 2.063, 2.433)
H (2.433, 1.454, 2.448)
H (-4.885, -1.920, 0.150)
H (-5.465, -1.915, 2.605)
H (-3.961, -0.636, 4.159)
H (-1.995, 0.503, 3.224)
C (2.686, -1.831, 3.204)
Si (0.927, -1.707, 2.555)
C (0.841, -2.640, 0.933)
C (-0.192, -2.578, 3.787)
N (0.437, -0.124, 2.183)
C (0.352, 0.960, 2.995)
C (-0.024, 2.224, 2.500)
C (-0.111, 3.339, 3.317)
C (0.174, 3.266, 4.677)
C (0.551, 2.033, 5.197)
C (0.639, 0.914, 4.385)
H (2.911, -2.849, 3.536)
H (2.841, -1.160, 4.054)
H (3.407, -1.554, 2.431)
H (1.117, -3.694, 1.021)
H (1.521, -2.198, 0.196)
H (-0.177, -2.616, 0.527)
H (0.249, -3.518, 4.129)
H (-1.165, -2.796, 3.338)
H (-0.372, -1.951, 4.665)
H (-0.258, 2.340, 1.445)
H (-0.407, 4.286, 2.879)
H (0.104, 4.142, 5.309)
H (0.781, 1.939, 6.253)
H (0.934, -0.034, 4.820)

- Calculated total energy: -79170.9634 eV
- Spin multiplicity: 6
- Net charge: -1
- E_HOMO (alpha / beta): -4.3022 / -4.3697 eV
- Relative energy (zero: lowest compared OMol25 entry of this formula, charge and spin): 67.4 kJ/mol
- LUMO (alpha / beta): 2.718 / 2.709 eV



Below is one molecule with the formula C4H8O2, with properties calculated with ωB97M-V/def2-TZVPD.

Atoms and positions in Å:
C (-1.777, -0.586, -0.320)
C (-0.258, -0.740, -0.255)
C (0.479, 0.351, 0.545)
O (1.240, -0.189, 1.593)
C (1.393, 1.102, -0.420)
O (2.509, 1.460, -0.128)
H (-2.196, -1.317, -1.019)
H (-2.069, 0.411, -0.678)
H (-2.245, -0.748, 0.658)
H (0.125, -0.739, -1.287)
H (0.028, -1.701, 0.182)
H (-0.252, 1.089, 0.932)
H (2.044, 0.354, 1.636)
H (0.980, 1.255, -1.440)

- Calculated total energy: -8372.0937 eV
- SMILES: CC[C@@H](O)C=O
- Spin multiplicity: 1
- E_HOMO: -10.2217 eV
- Relative energy (zero: lowest compared OMol25 entry of this formula, charge and spin): 114.6 kJ/mol
- LUMO: 0.901 eV